{
  "formula": "C3H6INO2",
  "method": "the ωB97M-V functional and the def2-TZVPD basis",
  "elements": ["C", "C", "C", "N", "O", "O", "I", "H", "H", "H", "H", "H", "H"],
  "coordinates": [[-0.158, 1.151, 0.608], [0.598, -2.305, -1.187], [-1.088, 0.679, -0.174], [0.777, 2.127, 0.410], [0.075, 0.671, 1.882], [0.767, -1.126, -1.118], [-2.241, -1.169, 0.142], [-0.252, -2.918, -1.766], [-0.747, 0.224, 2.194], [1.076, -3.013, -0.447], [-1.019, 0.876, -1.200], [0.823, 2.535, -0.545], [1.390, 2.269, 1.202]],
  "fmax_ev_per_a": 3.672,
  "smiles": "N/C(O)=C/I.C=O",
  "homo_energy_ev": -8.08,
  "total_charge": 0,
  "e_above_lowest_kcal_mol": 57.50
}